Here is a 2-piece molecular cluster, C4H15NSi2 overall at a distorted geometry from OMol25. Energies are from ωB97M-V/def2-TZVPD.

For the HOMO-LUMO gap, the calculation gives 8.1 eV. The calculation puts the energy relative to the best compared isomer or geometry (same formula, charge and spin) at 351.4 kJ/mol. The multiplicity is 1. The calculation puts the molar mass at 133.34 g mol⁻¹. As for the LUMO energy: -0.02 eV. As for the HOMO energy: -8.17 eV.

Element x y z (Å)
C -2.4062 1.5456 -0.0579
C 0.2774 2.5756 -0.1334
C 2.6152 -1.2718 0.9271
C -0.0016 -3.0533 0.1100
N -0.2802 -0.0787 -1.3410
Si -0.8894 1.4663 -1.1187
Si 0.6591 -1.3169 0.8130
H -2.3009 2.0541 0.8845
H -3.0735 2.1811 -0.5906
H -2.9999 0.6287 0.1541
H 0.9542 3.0566 -0.8576
H -0.3667 3.4258 0.2610
H 0.7063 1.9982 0.6039
H 2.8102 -1.9476 0.0530
H 2.9710 -0.3048 0.8019
H 3.0188 -1.4909 1.8581
H -0.2814 -2.8678 -0.8548
H 0.6968 -3.7438 0.3957
H -0.9187 -3.5007 0.5251
H -0.3949 -0.7848 -2.0124
H -0.7876 2.1493 -2.3585
H -0.0080 -0.7201 1.9374

Force components x, y, z for each atom (eV/Å):
-1.257 -0.873 0.066
-1.964 2.216 -2.185
-3.272 -1.162 -2.426
-1.452 2.457 3.439
1.879 -0.943 3.468
1.182 -0.380 1.669
-0.424 -0.382 -3.156
0.526 0.152 0.482
-0.983 0.696 -0.571
0.626 0.326 -0.381
0.293 -0.429 0.594
0.847 -1.058 -0.061
1.349 -0.811 1.900
0.735 0.596 1.059
0.503 1.932 -1.060
0.473 -1.473 1.704
0.226 0.048 -2.851
2.241 -1.920 -0.355
0.023 0.812 0.473
-0.203 -0.752 -0.806
-0.912 0.578 -1.457
-0.436 0.369 0.455